Record 1
The molecule C8H16N2O3. Source: the OMol25 dataset; level of theory: ωB97M-V with the def2-TZVPD basis set.

Highest occupied orbital energy, Ha: -0.340
ΔE to the lowest compared entry with this formula, charge and spin, kcal/mol: 39.6
Charge: 0
HOMO-LUMO gap, eV: 9.703
Multiplicity: 1
Largest force on an atom, eV/Å: 3.9

Cartesian coordinates (Å):
C: -0.5872 -1.5859 3.6723
C: -0.4552 -1.7545 2.1680
C: 0.4525 -2.9750 1.9046
C: 0.1814 -0.4521 1.5344
C: -0.2066 -0.0873 0.1408
N: -0.0071 -1.1639 -0.8326
C: 0.4242 1.2236 -0.3852
O: 1.3696 1.8387 0.0811
N: -0.0962 1.5700 -1.6213
C: 0.4952 2.6456 -2.4069
C: -0.1886 2.5852 -3.7781
O: -0.7501 1.6661 -4.2628
O: 0.0066 3.7490 -4.3797
H: 0.3122 -1.5786 4.1434
H: -1.1463 -2.4642 3.8687
H: -1.2562 -0.8021 4.0118
H: -1.4158 -1.6810 1.6669
H: 0.5087 -3.1661 0.8149
H: 1.4995 -2.7412 2.1394
H: 0.0937 -3.9255 2.3809
H: -0.0992 0.5180 2.1237
H: 1.3135 -0.3193 1.7775
H: -1.2826 0.1091 0.0701
H: 0.9624 -1.1044 -1.1580
H: -0.6258 -1.0380 -1.6876
H: -0.7472 1.0212 -2.1894
H: 0.1308 3.5796 -1.9433
H: 1.5917 2.5570 -2.6358
H: -0.4782 3.7761 -5.2178

Forces on atoms 1 to 3 (eV/Å):
C -3.2180 -0.2068 -1.9801
C 1.8830 2.4855 -0.6946
C -0.6412 -0.4386 -1.3903

***

Record 2
A cluster of 2 separate species, C3H8N3S in total. Source: the OMol25 dataset; level of theory: ωB97M-V with the def2-TZVPD basis set.

Highest occupied orbital energy, Ha: -0.482
ΔE to the lowest compared entry with this formula, charge and spin, kcal/mol: 52.3
Charge: +1
HOMO-LUMO gap, eV: 6.433
Multiplicity: 1
Largest force on an atom, eV/Å: 3.6

Cartesian coordinates (Å):
C: -1.4951 0.6902 -0.3215
C: -1.9820 0.2071 0.9202
C: -0.2526 -1.1307 -0.3799
N: -0.7914 -0.0847 -1.0826
N: 0.2288 -2.1949 -1.1277
N: 2.0890 1.7053 0.6099
S: -1.4846 -1.3326 1.1349
H: -1.7997 1.6320 -0.8188
H: -2.5960 0.8863 1.6045
H: 0.6052 -0.8291 0.2763
H: 0.7808 -2.7949 -0.6475
H: -0.1426 -2.4113 -2.0309
H: 1.8742 2.2055 -0.2796
H: 3.0143 1.2508 0.5567
H: 1.9518 2.2010 1.5859

Forces on atoms 1 to 3 (eV/Å):
C -0.4541 1.1903 -3.3255
C -0.4751 0.3348 1.2120
C 1.6204 -1.6010 -0.8973

***

Record 3
A cluster of 3 separate species, C22H32BrClFN2O7PS in total. Source: the OMol25 dataset; level of theory: ωB97M-V with the def2-TZVPD basis set.

Highest occupied orbital energy, Ha: -0.332
Charge: 0
HOMO-LUMO gap, eV: 6.406
Multiplicity: 1
Largest force on an atom, eV/Å: 7.9

Cartesian coordinates (Å):
C: -2.8225 0.0147 4.9416
C: -1.4536 -0.9415 4.8440
O: -1.0607 -0.9979 3.4276
P: -0.4600 -2.5642 2.9631
O: 0.4140 -3.1268 4.1954
C: 0.7321 -2.2992 1.4907
C: 1.0337 -3.6369 0.5928
C: 1.0500 -3.3538 -1.0486
N: 0.0136 -4.0701 -1.8670
C: 0.0993 -3.7749 -3.3377
C: -0.9682 -4.5516 -4.3574
C: -0.9865 -4.3075 -6.0021
Br: -2.3093 -5.2931 -7.1605
C: 0.0917 -3.2208 -6.5968
C: 1.1435 -2.4692 -5.5846
S: 2.3491 -1.2387 -6.3749
O: 1.8517 0.1870 -5.9392
O: 2.2330 -1.2682 -7.9446
F: 3.9629 -1.4222 -5.8143
C: 1.1957 -2.7296 -3.9331
N: 2.2565 -1.9730 -3.1827
C: 2.1365 -2.3565 -1.7347
Cl: 3.4066 -1.5823 -0.5679
O: -1.6789 -3.7666 2.6536
C: -3.0407 -3.2126 2.6769
C: -3.7203 -3.4963 4.1563
H: -3.1313 0.1399 6.0881
H: -2.6497 1.0959 4.5044
H: -3.7424 -0.4557 4.3743
H: -1.6778 -1.9899 5.3149
H: -0.6572 -0.3931 5.5349
H: 0.3844 -1.4410 0.7754
H: 1.7708 -1.9601 1.9539
H: 0.1409 -4.3984 0.8115
H: 2.0118 -4.2176 0.9552
H: -1.7338 -5.3376 -3.8876
H: 0.0901 -2.9861 -7.7653
H: -3.1375 -2.1076 2.3046
H: -3.6756 -3.8691 1.9079
H: -4.2711 -2.5729 4.6195
H: -4.5528 -4.3409 4.0200
H: -2.9327 -3.9771 4.9126
C: -2.1420 4.8318 7.6662
C: -0.7649 4.7299 7.0629
C: -0.8586 3.4413 6.2753
O: -2.2238 3.3081 5.8562
C: -3.0135 4.2757 6.5615
H: -2.4200 5.8478 7.9578
H: -2.2072 4.1899 8.5528
H: -0.5950 5.5723 6.3821
H: 0.0397 4.7202 7.8025
H: -0.6148 2.5751 6.8995
H: -0.2027 3.4363 5.4000
H: -3.2980 5.0577 5.8491
H: -3.9230 3.8026 6.9421
C: 3.1507 2.8696 -6.7807
C: 3.3062 4.0835 -7.6599
C: 3.2679 5.2116 -6.6521
O: 3.8155 4.6969 -5.4305
C: 3.9268 3.2716 -5.5457
H: 3.5210 1.9472 -7.2354
H: 2.0932 2.7274 -6.5279
H: 4.2834 4.0590 -8.1564
H: 2.5342 4.1717 -8.4286
H: 2.2395 5.5291 -6.4497
H: 3.8447 6.0827 -6.9760
H: 4.9896 3.0268 -5.6481
H: 3.5454 2.7973 -4.6372

Forces on atoms 1 to 3 (eV/Å):
C -0.0165 -0.0827 0.1981
C -1.7209 1.3515 1.9495
O 0.5003 -3.1851 -0.4957

***

Record 4
A structure of composition C31H28GaN6O4. Source: the OMol25 dataset; level of theory: ωB97M-V with the def2-TZVPD basis set.

Highest occupied orbital energy, Ha: -0.365
ΔE to the lowest compared entry with this formula, charge and spin, kcal/mol: 10.2
Charge: +1
HOMO-LUMO gap, eV: 6.081
Multiplicity: 1
Largest force on an atom, eV/Å: 4.0

Cartesian coordinates (Å):
Ga: -0.5869 0.6743 -0.3604
N: 1.9858 -2.9759 0.3206
C: 1.5085 -1.8332 -0.1240
N: 0.4263 -1.2493 0.3463
C: -0.3358 -1.8375 1.3537
N: -1.4035 -1.3662 1.8244
N: -1.8169 -0.2457 1.1114
C: -2.7994 0.4545 1.5623
C: -3.0242 1.7004 0.8760
C: -4.1602 2.4172 1.0582
C: -4.3779 3.5608 0.3250
C: -3.4612 3.8718 -0.6492
C: -2.3543 3.0706 -0.8436
N: -2.1895 2.0131 -0.1169
C: 0.2202 -3.1161 1.8712
C: -0.4431 -3.8526 2.8596
C: 0.1571 -4.9221 3.5236
C: 1.4263 -5.2907 3.1271
C: 2.0032 -4.7790 2.0483
C: 1.3755 -3.7038 1.3385
H: 2.8010 -3.4027 -0.0806
H: 2.0081 -1.3118 -0.9621
H: -3.4728 0.0493 2.3537
H: -4.8651 2.1167 1.8086
H: -5.2902 4.0668 0.5005
H: -3.5332 4.7833 -1.3053
H: -1.5648 3.1062 -1.6287
H: -1.4238 -3.5290 3.2287
H: -0.3954 -5.3307 4.3217
H: 1.9743 -6.1507 3.6272
H: 3.0528 -5.1368 1.8262
C: -1.9965 -3.8526 -2.2136
N: -2.7811 -2.7040 -2.6683
C: -3.3778 -2.8934 -3.9913
C: -2.2918 -1.3827 -2.3693
C: -0.9191 -0.9279 -2.7891
C: -0.2314 -1.5408 -3.8090
C: 0.8967 -0.9433 -4.3935
C: 1.3589 0.2673 -3.9282
C: 0.7485 0.8057 -2.8401
C: -0.3846 0.2740 -2.2377
H: -2.6786 -4.7081 -2.1004
H: -1.5818 -3.7275 -1.1873
H: -1.1851 -4.1475 -2.8672
H: -4.2894 -3.4537 -3.8539
H: -2.6939 -3.3421 -4.7078
H: -3.6821 -1.9599 -4.4409
H: -2.4071 -1.3721 -1.2788
H: -3.0622 -0.7373 -2.7515
H: -0.5836 -2.4946 -4.2314
H: 1.2686 -1.5844 -5.1736
H: 2.1920 0.8048 -4.4507
H: 1.1158 1.8193 -2.6024
O: -0.2480 2.1567 2.2936
C: 0.7061 2.2865 1.5349
O: 0.7102 1.8054 0.3506
C: 1.9903 2.9513 1.9868
C: 2.0583 3.4515 3.2893
C: 3.0713 4.2594 3.7475
C: 4.0626 4.5463 2.8073
O: 5.1960 5.2808 2.9191
C: 5.7839 5.3967 1.6459
O: 5.1511 4.4120 0.8096
C: 4.0341 3.9769 1.5219
C: 3.0338 3.1667 1.1013
H: 1.1225 3.2223 3.9076
H: 2.9835 4.5775 4.7589
H: 6.8423 5.2802 1.7568
H: 5.5933 6.3700 1.2616
H: 3.0339 2.8094 0.0513

Forces on atoms 1 to 3 (eV/Å):
Ga -0.3805 -0.1162 0.9561
N 0.6657 -1.1228 -0.0010
C -1.0089 1.2962 -0.4223

***

Record 5
A structure of composition CH2Cl2F18P3V. Source: the OMol25 dataset; level of theory: ωB97M-V with the def2-TZVPD basis set.

Highest occupied orbital energy (alpha / beta), Ha: -0.256 / -0.330
ΔE to the lowest compared entry with this formula, charge and spin, kcal/mol: 0.0
Charge: -1
HOMO-LUMO gap (alpha / beta), eV: 9.552 / 11.571
Multiplicity: 4
Largest force on an atom, eV/Å: 2.3

Cartesian coordinates (Å):
V: 0.2683 0.2465 -0.5947
P: 2.6255 0.3166 1.1626
F: 2.5052 0.0812 -0.4764
F: 3.7866 -0.7284 1.2473
F: 3.6007 1.5387 0.9671
F: 2.5693 0.4723 2.7398
F: 1.3214 1.3773 1.0253
F: 1.4386 -0.8444 1.2410
P: -0.5477 -2.7886 -1.1654
F: -0.0783 -3.8863 -2.2123
F: -1.8408 -3.6157 -0.7490
F: 0.3215 -3.3842 -0.0003
F: -1.0502 -1.5289 -0.1839
F: 0.7235 -1.7658 -1.5780
F: -1.3921 -2.0541 -2.3520
P: -1.2787 1.9600 -2.3346
F: -1.6854 0.5860 -1.4710
F: -2.6948 2.5800 -1.9623
F: -0.6392 2.4849 -0.9135
F: -0.8127 3.2913 -3.0549
F: 0.2006 1.2422 -2.6029
F: -1.8226 1.3085 -3.6569
C: -1.0543 0.4959 3.4444
Cl: -1.4201 0.7224 1.7381
Cl: -1.3209 1.9691 4.3740
H: -1.7078 -0.2752 3.8329
H: -0.0153 0.1986 3.5356

Forces on atoms 1 to 3 (eV/Å):
V 0.4568 -0.9060 -1.0496
P -0.7555 -0.1318 0.5289
F -0.2058 0.5468 -0.1092

***

Record 6
A structure of composition C27H39O6Pb. Source: the OMol25 dataset; level of theory: ωB97M-V with the def2-TZVPD basis set.

Highest occupied orbital energy, Ha: -0.125
ΔE to the lowest compared entry with this formula, charge and spin, kcal/mol: 0.0
Charge: -1
HOMO-LUMO gap, eV: 3.653
Multiplicity: 1
Largest force on an atom, eV/Å: 2.6

Cartesian coordinates (Å):
C: -1.8246 -0.9756 -3.5602
C: -2.3056 0.2152 -2.6668
C: -0.3070 -1.2046 -3.3185
C: 0.1857 0.1476 -2.8222
H: 0.1705 -1.5190 -4.2508
H: -0.1613 -1.9661 -2.5394
C: -1.0444 0.6514 -1.9481
H: -3.1110 -0.1478 -2.0205
H: -2.6916 0.9820 -3.3438
C: -1.0447 -0.1578 -0.6133
H: -1.0390 1.7271 -1.7458
H: 0.2513 0.8208 -3.6914
C: 1.5240 0.0801 -2.1848
C: -2.5303 -2.2895 -3.3212
C: -2.0756 -0.6356 -5.0349
O: -1.1540 -0.3555 -5.7755
O: -3.1283 -2.6116 -2.3120
O: -2.4124 -3.1340 -4.3610
O: -3.3418 -0.6390 -5.5070
C: -4.5634 -0.6621 -4.7185
H: -4.4833 -0.2452 -3.7001
H: -4.9445 -1.6926 -4.6727
H: -5.2574 -0.0457 -5.3000
C: -2.9742 -4.4042 -4.0353
H: -2.4454 -4.8145 -3.1659
H: -2.8266 -5.0191 -4.9208
H: -4.0389 -4.2788 -3.8040
O: 0.1012 -0.0110 0.1041
H: -1.2300 -1.2076 -0.9179
H: -1.9195 0.1629 0.0085
C: 2.3536 1.2882 -2.1616
C: 2.0421 -1.1319 -1.5253
H: 2.2233 -1.9846 -2.1938
H: 1.4120 -1.4997 -0.6978
H: 3.0030 -0.8826 -1.0516
H: 2.8555 1.3782 -1.1834
H: 1.7767 2.2019 -2.3514
H: 3.1406 1.2247 -2.9337
Pb: 0.5857 0.6943 2.2255
C: 0.0692 3.5108 3.5305
C: -0.0582 3.6521 2.1092
C: -1.3360 3.1077 1.7336
H: 0.6821 4.0942 1.4489
C: -1.9707 2.6150 2.9127
C: -1.0912 2.8290 4.0146
H: -1.2936 2.5596 5.0460
H: 0.8739 3.9335 4.1292
H: -1.7722 3.1595 0.7354
H: -2.9771 2.2123 2.9835
C: 0.6322 -2.0136 3.7245
C: -0.1297 -1.2510 4.6600
C: -1.4513 -1.0959 4.1455
H: 0.2359 -0.8972 5.6229
C: -1.5135 -1.7802 2.8939
C: -0.2246 -2.3251 2.6155
H: 0.0430 -2.9205 1.7373
H: 1.6687 -2.3278 3.8627
H: -2.2690 -0.5858 4.6416
H: -2.4068 -1.9337 2.2870
C: 3.1748 0.9936 4.2683
C: 3.7243 1.1940 2.8386
C: 4.1793 2.6798 2.7208
C: 4.7686 0.0838 2.4636
O: 2.7521 1.0466 1.8498
H: 3.9366 1.2678 5.0218
H: 2.8559 -0.0373 4.4472
H: 2.3079 1.6327 4.4349
H: 5.0184 2.9593 3.3799
H: 4.4430 2.9963 1.6938
H: 3.3171 3.3004 3.0072
H: 4.2608 -0.8892 2.5651
H: 5.0985 0.1306 1.4061
H: 5.6811 0.0401 3.0815

Forces on atoms 1 to 3 (eV/Å):
C -0.5521 -0.5294 -0.7794
C 0.4153 -0.6011 -1.4144
C -0.5125 -0.1380 -0.0153

***

Computed DFT total energy, in the same sequence as the records: -17678.03631; -18537.23770; -146035.75707; -102102.44124; -128605.99563; -46161.11053 eV.